1.
C22H42NO3 | the ωB97M-V functional and the def2-TZVPD basis

Last column: natural (NBO) charge in e.
Element x y z (Å)
C  -5.7360  4.4266  3.9920  -0.6083
C  -5.6467  4.8699  2.5366  -0.3897
C  -4.9260  3.8622  1.6405  -0.3857
C  -3.4400  3.7266  1.9682  -0.3982
C  -2.7376  2.7901  0.9874  -0.4189
C  -1.2586  2.6512  1.3285  -0.0727
O  -0.6097  1.7042  0.4569  -0.4840
C  -0.1303  2.1389  -0.6827  0.7989
O  -0.1282  3.2742  -1.0803  -0.6065
C  0.4477  0.9450  -1.4591  -0.3545
N  1.2419  1.2887  -2.6623  -0.2000
C  0.3739  1.9250  -3.6755  -0.4276
C  2.3240  2.2280  -2.3055  -0.4358
C  1.8015  0.0311  -3.2448  -0.2432
C  2.9025  -0.6634  -2.4165  -0.0822
O  2.4914  -1.0637  -1.1387  -0.5665
C  2.0005  -2.4049  -1.0469  0.1101
C  3.1067  -3.4712  -1.2065  -0.4472
C  3.0065  -4.2783  0.0946  -0.2152
C  3.5922  -3.4036  1.2075  -0.4101
C  2.5374  -2.2911  1.3577  -0.4263
C  1.4326  -2.6927  0.3617  -0.0442
C  0.0843  -2.0587  0.6501  -0.6108
C  1.4966  -4.2448  0.4010  -0.0036
C  1.1305  -4.8538  1.7546  -0.6229
C  0.6335  -4.9600  -0.6397  -0.6211
H  -6.3391  5.1302  4.5599  0.2187
H  -6.1995  3.4451  4.0639  0.2020
H  -4.7524  4.3804  4.4522  0.1976
H  -6.6579  5.0103  2.1497  0.2071
H  -5.1356  5.8332  2.4800  0.1958
H  -5.0294  4.1821  0.6008  0.2003
H  -5.4081  2.8869  1.7370  0.1961
H  -2.9705  4.7115  1.9276  0.2015
H  -3.3199  3.3377  2.9797  0.2025
H  -2.8357  3.1825  -0.0275  0.2069
H  -3.2049  1.8037  1.0196  0.2085
H  -0.7516  3.6163  1.2431  0.2053
H  -1.1232  2.2439  2.3312  0.2053
H  -0.3971  0.3150  -1.7507  0.2525
H  1.0788  0.3586  -0.7816  0.3007
H  -0.3994  1.2315  -4.0008  0.2286
H  0.9649  2.2247  -4.5386  0.2311
H  -0.0952  2.8089  -3.2464  0.2683
H  2.9965  2.3565  -3.1513  0.2302
H  1.8931  3.1930  -2.0445  0.2683
H  2.8812  1.8526  -1.4505  0.2353
H  2.2250  0.2713  -4.2218  0.2359
H  0.9714  -0.6640  -3.3888  0.2291
H  3.7591  0.0034  -2.2840  0.2023
H  3.2430  -1.5222  -3.0066  0.2145
H  1.2128  -2.5273  -1.8032  0.1705
H  2.9481  -4.0967  -2.0842  0.2185
H  4.0853  -2.9993  -1.2974  0.2183
H  3.4551  -5.2667  0.0252  0.2250
H  3.7153  -3.9726  2.1268  0.2189
H  4.5693  -3.0088  0.9323  0.2106
H  2.1395  -2.2357  2.3692  0.2170
H  2.9393  -1.3113  1.1068  0.2204
H  -0.3240  -2.4750  1.5668  0.2271
H  -0.6206  -2.2541  -0.1558  0.2023
H  0.1764  -0.9832  0.7862  0.2058
H  1.5490  -4.3126  2.5944  0.2132
H  1.4933  -5.8781  1.7975  0.2231
H  0.0497  -4.8784  1.8728  0.2139
H  0.7860  -6.0330  -0.5508  0.2251
H  -0.4189  -4.7567  -0.4544  0.2127
H  0.8601  -4.6791  -1.6624  0.1994

Atoms 1-3, force components in eV/Å:
0.0 0.2 -0.2
0.0 -0.2 0.0
0.1 0.3 0.2

Total charge: +1
Energy relative to the best compared isomer or geometry (same formula, charge and spin) (kcal/mol): 2.4
Total energy (Eh): -1143.735014
LUMO (eV): -2.3
HOMO (eV): -12.754

2.
C22H42O4S | the ωB97M-V functional and the def2-TZVPD basis

Last column: natural (NBO) charge in e.
Element x y z (Å)
C  3.2951  2.9679  0.3913  -0.6167
C  3.3227  1.5818  1.1360  -0.4089
C  3.1221  0.3342  0.1792  -0.4257
C  1.8415  -0.5181  0.5568  -0.0897
O  0.6913  0.3441  0.5657  -0.2570
O  -0.3436  -0.3829  1.1183  -0.4272
S  -0.5945  0.0513  2.7206  1.6841
O  -1.0241  -1.2138  3.3739  -0.8951
O  -1.9138  1.0778  2.9014  -0.6792
C  -2.6202  1.3106  1.6947  0.2510
C  -3.3919  0.2218  1.1150  -0.2534
C  -4.0924  0.4753  -0.1408  -0.2057
C  -3.9893  1.7980  -0.7318  -0.2225
C  -3.2387  2.9110  -0.1481  -0.2076
C  -2.5421  2.6495  1.1094  -0.2519
H  3.3801  3.7614  1.1897  0.2102
H  2.3133  3.1642  -0.1259  0.2100
H  4.1676  3.1361  -0.2934  0.2076
H  4.3256  1.4826  1.6203  0.2061
H  2.4878  1.5851  1.8814  0.2084
H  3.9917  -0.3614  0.3647  0.2183
H  3.1469  0.5904  -0.9141  0.2144
H  1.7840  -1.3643  -0.1752  0.1927
H  1.9980  -0.9429  1.5831  0.1822
H  -3.3865  -0.7493  1.6602  0.2442
H  -4.6557  -0.3722  -0.5930  0.2306
H  -4.5215  1.9713  -1.7014  0.2191
H  -3.1966  3.9035  -0.6505  0.2308
H  -1.9585  3.4525  1.6202  0.2341
C  0.8228  2.1717  -3.2861  -0.6131
C  1.8162  3.3259  -3.3594  -0.4004
C  1.1689  4.6972  -3.1737  -0.3973
C  0.1370  5.0824  -4.2365  -0.3966
C  0.6503  5.0813  -5.6765  -0.3981
C  1.7667  6.0901  -5.9215  -0.6095
H  0.0827  2.2246  -4.0872  0.2011
H  1.3448  1.2168  -3.3823  0.2066
H  0.2951  2.1715  -2.3285  0.2077
H  2.3587  3.2830  -4.3088  0.1936
H  2.5655  3.1879  -2.5737  0.2019
H  1.9571  5.4562  -3.1400  0.1997
H  0.6807  4.7295  -2.1930  0.1992
H  -0.2471  6.0807  -3.9985  0.1993
H  -0.7229  4.4081  -4.1702  0.1993
H  -0.1855  5.3208  -6.3410  0.2012
H  0.9908  4.0812  -5.9605  0.1940
H  1.4368  7.1029  -5.6773  0.2011
H  2.0633  6.0764  -6.9723  0.2093
H  2.6529  5.8634  -5.3252  0.2003
C  -1.3579  -8.2155  4.2750  -0.6093
C  -0.3154  -7.1066  4.1947  -0.3977
C  -0.9023  -5.7065  4.3693  -0.3967
C  -1.9151  -5.2845  3.3027  -0.3995
C  -1.4012  -5.3190  1.8633  -0.3953
C  -0.2417  -4.3616  1.6140  -0.6167
H  -2.0943  -8.1359  3.4727  0.2005
H  -0.8782  -9.1929  4.1863  0.2072
H  -1.8856  -8.1853  5.2315  0.2006
H  0.2253  -7.1799  3.2462  0.1926
H  0.4268  -7.2709  4.9823  0.1994
H  -0.0818  -4.9826  4.3980  0.2021
H  -1.3892  -5.6453  5.3488  0.1996
H  -2.2548  -4.2688  3.5328  0.2098
H  -2.8041  -5.9199  3.3730  0.1957
H  -2.2250  -5.0477  1.1957  0.1987
H  -1.1045  -6.3353  1.5864  0.1899
H  -0.5223  -3.3400  1.8562  0.2183
H  0.0544  -4.3966  0.5626  0.2018
H  0.6338  -4.6227  2.2129  0.1966

Atoms 1-3, force components in eV/Å:
-0.2 0.4 0.9
-0.1 0.2 -1.1
-0.1 -0.3 0.7

Total charge: 0
Total energy (Eh): -1562.424123
LUMO (eV): 0.7
HOMO (eV): -9.103

3.
C22H43AlBrI2NO12P2SSi | the ωB97M-V functional and the def2-TZVPD basis

Last column: Löwdin charge in e.
Element x y z (Å)
C  -0.4828  0.2912  -3.2575  -0.0663
C  -1.3701  -0.9622  -3.3472  -0.5371
C  -2.8392  -0.4472  -3.2993  -0.0518
C  -1.2360  -1.6203  -4.7327  -0.0595
C  -1.2402  -1.9726  -2.1787  -0.1169
C  0.1444  -2.2187  -1.5527  -0.4599
C  0.0012  -3.5573  -0.7716  -0.0438
C  1.2950  -2.4194  -2.5687  -0.0176
C  0.4953  -1.2003  -0.4739  -0.1803
C  1.7020  -1.3150  0.2158  -0.0246
C  2.0333  -0.4460  1.2325  -0.0261
C  1.1750  0.5713  1.6137  -0.3272
O  1.4567  1.4317  2.6497  -0.0499
C  2.5838  2.2782  2.3745  -0.1288
C  2.5658  2.8582  0.9579  -0.1878
O  3.2521  4.1097  0.9457  -0.1380
C  2.4175  5.1603  1.3801  -0.2849
C  2.0699  6.1140  0.2160  -0.3408
Si  0.3772  5.8006  -0.5289  -0.4846
I  0.5069  4.0151  -2.1739  0.5948
I  -1.2948  5.4475  1.1352  0.6720
P  -0.4444  7.6073  -1.6110  0.0185
O  -0.7411  8.9719  -0.5243  -0.4308
O  -1.8990  7.3685  -2.2275  -0.2552
S  0.7691  8.1195  -2.9900  0.3040
C  -0.0160  0.7277  0.9294  0.0124
C  -0.3390  -0.1584  -0.0873  -0.0103
H  -0.2982  0.6313  -4.2808  0.0861
H  -0.9884  1.1241  -2.7729  0.0399
H  0.4958  0.1327  -2.8118  0.0701
H  -3.5337  -1.1584  -3.7431  0.0564
H  -3.1166  -0.2898  -2.2550  0.0763
H  -2.8990  0.5341  -3.7688  0.0832
H  -1.8067  -1.0112  -5.4342  0.0884
H  -1.6939  -2.6059  -4.7327  0.0588
H  -0.2068  -1.6587  -5.0838  0.0723
H  -1.5817  -2.9341  -2.5687  0.1193
H  -1.9288  -1.7413  -1.3701  0.1060
H  -0.2931  -4.3769  -1.4240  0.0879
H  -0.7782  -3.4101  -0.0205  0.0921
H  0.9024  -3.7917  -0.2112  0.0761
H  1.8501  -3.3222  -2.3162  0.0796
H  0.9595  -2.5443  -3.5920  0.0670
H  2.0093  -1.6014  -2.4939  0.0810
H  2.3691  -2.1210  -0.0564  0.1200
H  2.9700  -0.5648  1.7625  0.1273
H  2.5865  3.0578  3.1293  0.1329
H  3.4813  1.6662  2.4836  0.1234
H  1.5531  3.0203  0.5857  0.0679
H  3.0938  2.1714  0.3030  0.1327
H  1.5226  4.8038  1.8914  0.0698
H  2.9861  5.7364  2.1092  0.1343
H  2.7971  6.0599  -0.5925  0.0892
H  2.0908  7.1295  0.6113  -0.0139
H  -1.5316  9.4296  -0.8627  0.1003
H  -2.2720  6.5127  -1.9623  0.0668
H  -0.6982  1.5267  1.1814  0.1192
H  -1.2856  -0.0166  -0.5861  0.1029
Al  0.5030  9.1459  1.0209  0.8247
C  1.9413  -6.8432  4.1751  -0.1340
O  0.6749  -6.3946  4.6793  -0.2532
P  -0.0332  -5.0934  3.9867  0.4376
O  -1.1304  -4.7815  4.9172  -0.2363
O  -0.4716  -5.8841  2.6510  -0.2604
C  -1.5704  -6.7910  2.7394  -0.0946
O  0.1471  -3.7218  3.0741  -0.2115
C  0.4515  -2.5408  3.7603  -0.1484
H  2.1959  -7.7630  4.6955  0.0907
H  1.8848  -7.0449  3.1026  0.0875
H  2.7157  -6.1015  4.3709  0.0111
H  -2.1814  -6.6007  3.6207  0.0834
H  -1.1985  -7.8163  2.7680  0.0866
H  -2.1783  -6.6585  1.8464  0.0869
H  1.2181  -2.7757  4.6176  -0.1619
H  -0.4522  -2.1063  4.1966  0.1179
H  0.9022  -1.8349  3.0637  0.0815
Br  2.4003  -3.7352  5.6141  0.4074
C  -4.0603  -4.0864  -5.4070  -0.2709
O  -4.3486  -2.9080  -4.9023  -0.0472
H  -4.0242  -4.9326  -4.6912  0.0891
H  -4.8021  -4.4494  -6.1721  0.1363
H  -3.1056  -4.1492  -5.9785  0.0946
N  -0.7976  7.7293  3.9748  -0.5997
O  0.0491  6.9441  4.4214  -0.0237
O  -1.9620  7.7035  4.3758  0.0008
O  -0.4648  8.5468  3.0355  -0.2869

Atoms 1-3, force components in eV/Å:
0.2 -0.1 -0.6
-1.2 0.4 0.3
0.5 0.0 0.5

Total charge: 0
Total energy (Eh): -6603.666127
LUMO (eV): -6.4
HOMO (eV): -7.684